{"formula": "CH16N2O5", "method": "ωB97M-V/def2-TZVPD", "de_lowest_kcal_mol": 48.3, "lumo_ev": 0.15, "homo_energy_ha": -0.358, "molar_mass_g_mol": 136.1, "orbital_gap_ev": 9.894, "e_tot_ev": -14513.1148, "species": ["N", "C", "N", "H", "H", "H", "H", "H", "H", "O", "H", "H", "O", "H", "H", "O", "H", "H", "O", "H", "H", "O", "H", "H"], "xyz": [[-1.443254, 1.311416, 2.283782], [-0.432281, 1.073844, 1.259567], [0.303879, -0.385281, 1.324138], [-2.404509, 1.057885, 2.000977], [-1.264876, 0.880210, 3.230656], [-0.707535, 1.430504, 0.247115], [0.371701, 1.783087, 1.637093], [0.765318, -0.412345, 2.142757], [-0.349807, -1.072616, 1.155124], [2.112374, 0.278487, -1.425332], [2.269751, 0.656098, -0.557471], [1.240668, -0.229165, -1.299833], [-2.743708, -1.621265, -0.263454], [-1.959054, -1.973063, -0.710132], [-2.361293, -1.180423, 0.520030], [-0.356324, -0.919778, -1.813218], [-0.435239, -0.566721, -2.790255], [-1.039586, -0.258972, -1.325276], [1.794168, -2.669947, 0.717399], [2.193227, -2.653314, 1.590699], [1.631285, -1.725725, 0.519011], [0.835811, 2.705541, -2.605548], [1.195466, 1.850368, -2.273556], [0.783816, 2.641177, -3.564271]], "forces_ev_per_a": [[-1.4, -1.1, 0.2], [2.7, -0.6, 2.5], [-1.8, 5.4, -4.3], [0.8, 0.1, 0.2], [0.0, 0.6, -1.7], [-0.1, -0.7, 0.6], [-0.4, -1.0, -1.1], [1.5, -0.5, 3.5], [-1.4, -2.0, 0.1], [-1.7, -0.7, 0.1], [0.2, 0.1, 0.2], [1.5, 0.7, -0.4], [0.7, 0.5, 0.6], [-0.2, -0.2, -0.1], [-0.5, -0.4, -0.4], [-2.7, 3.4, -1.1], [0.3, -1.1, 2.7], [2.2, -2.2, -1.7], [0.0, 0.4, -0.1], [0.1, -0.1, 0.0], [0.1, -0.5, 0.1], [-0.1, -0.5, 0.3], [0.1, 0.5, -0.4], [0.1, -0.1, 0.1]]}